(1)
This record from OMol25 describes a 11-piece molecular cluster, C10H41F6NO10P overall in a non-equilibrium geometry. The level of theory is ωB97M-V/def2-TZVPD.

Each line ends with the Mulliken charge.
Element x y z (Å)
P (-1.5733, -0.8399, -1.5274)  1.20
F (-0.1280, -1.5076, -2.0406)  -0.40
F (-2.2341, -1.5551, -2.8527)  -0.37
F (-1.6988, -2.2044, -0.6569)  -0.36
F (-3.0696, -0.4023, -1.1226)  -0.35
F (-0.7757, -0.1205, -0.3368)  -0.34
F (-1.3481, 0.5753, -2.4041)  -0.39
C (5.2828, 0.8856, -2.6184)  -0.97
C (6.7929, 0.9099, -2.3302)  -0.23
O (7.4606, 2.1080, -2.7210)  -0.52
H (4.7967, 1.6444, -2.0052)  0.26
H (4.8555, -0.1001, -2.4341)  0.32
H (5.0683, 1.2390, -3.6269)  0.29
H (7.3263, 0.0493, -2.7339)  0.29
H (6.9656, 0.6993, -1.2748)  0.26
H (8.3980, 1.9075, -2.7724)  0.30
C (3.8256, -4.6240, 0.1066)  -0.95
C (4.2435, -3.6277, 1.0860)  -0.22
O (2.9363, -3.2823, 1.6643)  -0.52
H (2.9827, -5.2525, 0.3942)  0.28
H (4.7002, -5.1602, -0.2617)  0.33
H (3.4960, -4.1228, -0.8035)  0.31
H (4.8718, -2.8260, 0.6979)  0.20
H (4.7926, -4.0590, 1.9229)  0.26
H (2.5342, -2.7147, 1.0027)  0.32
C (0.6062, -7.6140, -4.1710)  -0.96
C (-0.7920, -7.2319, -3.7187)  -0.25
O (-1.4805, -6.3309, -4.5204)  -0.53
H (0.7041, -7.9924, -5.1885)  0.29
H (0.9258, -8.4869, -3.6018)  0.32
H (1.3618, -6.8362, -4.0601)  0.28
H (-0.8384, -6.7985, -2.7196)  0.28
H (-1.2810, -8.2033, -3.6452)  0.26
H (-1.0770, -5.4603, -4.5501)  0.31
C (-0.9015, 6.5315, 2.8842)  -1.44
C (-0.4539, 5.7910, 4.1702)  0.58
C (-1.0875, 6.3500, 5.4698)  -0.78
O (-0.6074, 5.7451, 6.6455)  -0.34
C (-1.1921, 6.2780, 7.8775)  -0.76
N (-0.6041, 4.4319, 4.0243)  -0.66
H (-0.1962, 6.2384, 2.1065)  0.40
H (-0.7733, 7.6114, 2.9576)  0.36
H (-1.9319, 6.3722, 2.5662)  0.35
H (0.6314, 5.8537, 4.2494)  0.22
H (-2.1603, 6.1609, 5.4329)  0.31
H (-0.9352, 7.4036, 5.7039)  0.38
H (-2.2191, 6.6308, 7.7835)  0.32
H (-0.5187, 7.0184, 8.3091)  0.27
H (-1.2802, 5.5080, 8.6440)  0.27
H (-1.5118, 4.1878, 3.6545)  0.24
H (-0.1284, 4.1305, 3.1858)  0.26
O (-0.3764, -5.4756, 4.0007)  -0.64
H (0.0903, -6.2254, 3.6317)  0.31
H (0.0953, -4.7119, 3.6682)  0.33
O (-5.1582, 2.2784, 1.7944)  -0.65
H (-5.4275, 1.5144, 2.3043)  0.31
H (-5.0239, 1.9407, 0.9088)  0.33
O (-5.4206, -3.8164, 0.1314)  -0.65
H (-4.5722, -3.3744, 0.0988)  0.34
H (-5.4948, -4.1272, 1.0336)  0.31
O (-7.1869, -1.9794, -4.4916)  -0.64
H (-7.7695, -2.7368, -4.5475)  0.31
H (-6.6050, -2.1778, -3.7580)  0.33
O (1.0222, 5.8184, -3.8656)  -0.64
H (0.3774, 5.3520, -3.3337)  0.33
H (1.8591, 5.6459, -3.4342)  0.32
O (-4.4844, 2.4858, -5.6939)  -0.65
H (-5.0750, 2.3543, -4.9523)  0.32
H (-3.6109, 2.3270, -5.3362)  0.33

Summary:
- HOMO-LUMO gap (Eh) = 0.3596
- net charge = -1

(2)
This record from OMol25 describes C4H5N3O as an isolated structure in a non-equilibrium geometry. The level of theory is ωB97M-V/def2-TZVPD.

Each line ends with the Mulliken spin population.
Element x y z (Å)
C (1.1950, 0.4810, 0.6404)  -0.08
C (1.4178, -0.8689, 0.3082)  0.36
C (0.1338, 0.8995, -0.2112)  0.45
C (-0.2348, -0.2567, -0.9961)  0.70
N (-2.0817, 0.1417, 0.2601)  0.08
N (-2.7648, 0.9482, -0.0693)  0.18
N (0.5744, -1.3190, -0.5042)  0.06
O (-0.4057, 2.1041, -0.3167)  0.06
H (1.7987, 1.1156, 1.3144)  0.00
H (2.2207, -1.4560, 0.7594)  0.02
H (-1.5142, -0.5794, -1.5601)  0.17
H (0.4751, -2.1918, -1.0087)  -0.02
H (-1.3224, 2.0343, -0.8064)  0.02

Summary:
- spin multiplicity = 3
- HOMO-LUMO gap (spin up / spin down) (Eh) = 0.1901 / 0.2800
- energy relative to the best compared isomer or geometry (same formula, charge and spin) (kcal/mol) = 40.6
- net charge = 0
- <S²> = 2.023

(3)
This record from OMol25 describes an isolated ion of composition C5H8NO and charge +1 in a non-equilibrium geometry. The level of theory is ωB97M-V/def2-TZVPD.

Each line ends with the Mulliken charge.
Element x y z (Å)
C (2.6674, -0.4115, 0.7706)  0.27
C (1.7041, -0.0828, 0.1123)  -0.76
C (0.5201, 0.2842, -0.6746)  -0.26
C (-0.4989, -1.2670, -0.4764)  -0.39
O (-1.0302, -0.9092, 0.7756)  -0.29
C (-1.5224, 0.3374, 0.6265)  -0.43
N (-0.3744, 1.2056, -0.0304)  -0.13
H (3.5768, -0.9764, 1.0468)  0.39
H (0.7613, 0.4951, -1.6771)  0.41
H (-1.2277, -1.3028, -1.4095)  0.27
H (0.0252, -2.1970, -0.5847)  0.42
H (-1.5918, 0.8581, 1.5548)  0.36
H (-2.2731, 0.3108, -0.1583)  0.44
H (-0.7591, 1.8747, -0.6389)  0.32
H (0.0227, 1.7809, 0.7636)  0.40

Summary:
- SMILES string = C#C[C@H]1COC[NH2+]1
- HOMO-LUMO gap (Eh) = 0.3849
- energy relative to the best compared isomer or geometry (same formula, charge and spin) (kcal/mol) = 79.6
- net charge = +1

(4)
This record from OMol25 describes one molecule with the formula C21H20ClN5O. The level of theory is ωB97M-V/def2-TZVPD.

Each line ends with the Mulliken charge.
Element x y z (Å)
C (5.7010, -0.7486, 3.5594)  -0.74
C (5.7628, -1.5712, 2.5244)  0.00
C (5.1273, -2.9290, 2.5058)  -0.66
N (4.2058, -3.0771, 1.3926)  0.83
C (3.1296, -2.3137, 1.1138)  -0.46
C (2.5563, -2.8302, -0.0280)  0.23
C (1.3725, -2.3399, -0.7174)  -0.21
N (0.9051, -2.9442, -1.8047)  -1.05
N (-0.1829, -2.2354, -2.1796)  0.20
C (-0.4043, -1.2048, -1.3454)  -1.01
C (0.5625, -1.2271, -0.3949)  1.25
C (0.3782, -0.1081, 0.5712)  -0.23
N (-0.8297, 0.5570, 0.0228)  0.17
C (-1.3835, 1.5284, 0.7939)  0.16
O (-0.8642, 1.8115, 1.8653)  -0.74
C (-2.6222, 2.2870, 0.3643)  0.82
C (-3.2002, 2.1881, -1.0111)  -0.39
C (-4.3896, 1.5064, -1.2541)  0.00
C (-4.9350, 1.4277, -2.5260)  -0.95
C (-4.2958, 2.0461, -3.5906)  -0.42
C (-3.1137, 2.7377, -3.3777)  -0.52
C (-2.5816, 2.8015, -2.0997)  0.55
Cl (-1.0707, 3.6306, -1.8754)  -0.16
C (-3.5869, 2.5180, 1.5154)  -0.98
C (-2.7406, 3.6420, 1.0324)  -0.67
C (-1.3680, -0.0797, -1.1984)  0.07
C (3.3829, -3.9232, -0.3628)  -0.70
N (4.3741, -4.0646, 0.5003)  -1.09
H (6.1838, 0.2192, 3.5446)  0.27
H (5.1670, -1.0217, 4.4626)  0.24
H (6.2919, -1.2841, 1.6211)  0.31
H (5.8734, -3.7103, 2.3672)  0.29
H (4.6049, -3.1178, 3.4461)  0.33
H (2.8616, -1.4719, 1.7316)  0.55
H (-0.6937, -2.5242, -2.9930)  0.14
H (0.1882, -0.4305, 1.5968)  0.31
H (1.2110, 0.5987, 0.6022)  0.32
H (-4.8873, 1.0214, -0.4234)  0.49
H (-5.8590, 0.8875, -2.6842)  0.41
H (-4.7152, 1.9952, -4.5866)  0.40
H (-2.5978, 3.2260, -4.1928)  0.45
H (-4.6414, 2.5311, 1.2784)  0.38
H (-3.3107, 2.0650, 2.4562)  0.31
H (-1.9032, 3.9352, 1.6470)  0.29
H (-3.2105, 4.4149, 0.4399)  0.27
H (-1.3406, 0.5951, -2.0553)  0.15
H (-2.3968, -0.4153, -1.0583)  0.25
H (3.2849, -4.5988, -1.1962)  0.52

Summary:
- SMILES string = C=CCn1cc(-c2n[nH]c3c2CN(C(=O)C2(c4ccccc4Cl)CC2)C3)cn1
- HOMO-LUMO gap (Eh) = 0.3244
- energy relative to the best compared isomer or geometry (same formula, charge and spin) (kcal/mol) = 40.3
- net charge = 0

What is the net charge in the third record? +1

Number 2 is which compound? C4H5N3O